Formula: C28H72F3HgO12S
Source: the Open Molecules 2025 dataset
Level of theory: ωB97M-V/def2-TZVPD

The expectation value of S² is 0.75. The gap between HOMO and LUMO (alpha / beta) comes out at 5.3 / 2.4 eV. Its total charge is +2. Its spin multiplicity is 2. The calculation puts the total energy at -2863.32106 hartree. Its HOMO energy (alpha / beta) is -13.5 / -13.5 eV.

Cartesian coordinates (Å):
Hg (3.1131, -2.0695, 2.1748)
C (-0.4418, 1.3462, 1.4683)
F (-0.7418, 1.1139, 2.7567)
F (-1.4880, 1.8198, 0.7347)
F (0.4461, 2.3225, 1.4475)
S (0.2352, -0.2822, 0.6411)
O (0.6531, 0.1648, -0.6961)
O (1.3695, -0.7531, 1.4319)
O (-0.8660, -1.2549, 0.6688)
C (-4.3955, 0.2753, 1.9933)
C (-4.1259, -0.9133, 2.9028)
C (-2.8170, -0.7648, 3.7271)
O (-5.2185, -1.0874, 3.7932)
H (-5.3427, 0.2579, 1.4542)
H (-3.5227, 0.4415, 1.3619)
H (-4.3332, 1.1786, 2.6001)
H (-4.0541, -1.8034, 2.2777)
H (-2.7173, 0.2528, 4.1047)
H (-2.0305, -1.1229, 3.0629)
H (-2.7385, -1.3433, 4.6476)
H (-5.0677, -1.9133, 4.2589)
C (1.1923, 6.0619, 0.3749)
C (-0.1759, 6.2142, -0.3314)
C (-1.2834, 5.5977, 0.5193)
O (-0.4303, 7.6094, -0.4899)
H (1.3556, 4.9941, 0.5201)
H (1.4079, 6.5885, 1.3046)
H (1.9740, 6.3449, -0.3301)
H (-0.0577, 5.8371, -1.3473)
H (-2.2821, 5.7093, 0.0971)
H (-1.2873, 6.0890, 1.4923)
H (-1.0592, 4.5648, 0.7855)
H (-1.3426, 7.7610, -0.7474)
C (0.6867, -0.9052, 5.7639)
C (1.7628, -0.5874, 4.7659)
C (2.9157, 0.3002, 5.4078)
O (2.3652, -1.7890, 4.3972)
H (-0.1556, -1.4519, 5.3400)
H (0.1941, 0.0364, 6.0066)
H (1.0050, -1.3046, 6.7269)
H (1.2841, -0.0435, 3.9516)
H (3.5990, 0.6902, 4.6534)
H (3.5555, -0.3030, 6.0520)
H (2.5253, 1.1403, 5.9821)
H (2.4716, -2.3201, 5.1898)
C (-2.8880, 3.9035, -3.8839)
C (-1.4329, 3.9181, -3.3398)
C (-1.2241, 3.1696, -2.0189)
O (-0.6429, 3.3065, -4.2958)
H (-3.5920, 4.2872, -3.1456)
H (-3.2414, 2.8979, -4.1119)
H (-2.9779, 4.5735, -4.7389)
H (-1.1712, 4.9521, -3.1152)
H (-0.2014, 3.2787, -1.6579)
H (-1.4177, 2.1007, -2.1091)
H (-1.8986, 3.6621, -1.3185)
H (0.0677, 3.9090, -4.5273)
C (2.8488, -4.5479, -1.1979)
C (3.8617, -3.6098, -0.4862)
C (4.9266, -3.2483, -1.4697)
O (3.2002, -2.4236, -0.1105)
H (2.0315, -4.7596, -0.5085)
H (3.3028, -5.5143, -1.4170)
H (2.3972, -4.1941, -2.1248)
H (4.2653, -4.1453, 0.3731)
H (4.6567, -2.5126, -2.2274)
H (5.3906, -4.1028, -1.9623)
H (5.7213, -2.8350, -0.8488)
H (2.7546, -2.0807, -0.8886)
C (-2.0486, -5.7034, 0.3706)
C (-1.9293, -4.2100, 0.0211)
C (-3.2477, -3.5757, 0.3743)
O (-0.8860, -3.7175, 0.8409)
H (-2.8266, -6.1598, -0.2413)
H (-2.5430, -5.8098, 1.3362)
H (-1.1053, -6.2353, 0.4944)
H (-1.7162, -4.0584, -1.0370)
H (-3.2042, -2.4866, 0.3752)
H (-3.5189, -3.8214, 1.4011)
H (-4.0816, -3.8585, -0.2681)
H (-0.9562, -2.7624, 0.7741)
C (4.0425, 2.3603, 1.3763)
C (4.2104, 0.9264, 0.7612)
C (5.4946, 0.6872, 0.0005)
O (4.1352, -0.0629, 1.8099)
H (3.4545, 2.2632, 2.2889)
H (3.4324, 3.0545, 0.7984)
H (4.9701, 2.8963, 1.5773)
H (3.3847, 0.5943, 0.1319)
H (6.3811, 0.7257, 0.6335)
H (5.6151, 1.4922, -0.7245)
H (5.5587, -0.2730, -0.5113)
H (4.8123, 0.2238, 2.4271)
C (1.3791, -2.3341, -3.8483)
C (2.0022, -0.9597, -3.6618)
C (1.0543, 0.1677, -4.0292)
O (2.4190, -0.9246, -2.3284)
H (0.4692, -2.4501, -3.2594)
H (2.1365, -3.1109, -3.7431)
H (1.0773, -2.3835, -4.8945)
H (2.8928, -0.8669, -4.2834)
H (0.3641, 0.5317, -3.2682)
H (0.5909, 0.0147, -5.0039)
H (1.6586, 1.0621, -4.1809)
H (1.7971, -0.4922, -1.7387)
C (-4.9963, -0.9980, -1.9127)
C (-3.9903, -0.9026, -2.9691)
C (-2.5395, -1.2639, -2.7143)
O (-4.4055, -1.8058, -3.9415)
H (-5.9810, -0.7577, -2.3135)
H (-4.7396, -0.3195, -1.0992)
H (-5.0506, -1.9844, -1.4523)
H (-4.0761, 0.0772, -3.4390)
H (-2.3101, -2.3031, -2.4784)
H (-2.0920, -0.7210, -1.8819)
H (-1.9434, -0.9718, -3.5789)
H (-4.0178, -1.4772, -4.7559)

---

Formula: C28H72F6N7O15
Source: the Open Molecules 2025 dataset
Level of theory: ωB97M-V/def2-TZVPD

For the energy above the lowest of the compared OMol25 structures with the same formula, charge and spin, the calculation gives 19.744 eV. The gap between HOMO and LUMO comes out at 1.9 eV. Its total charge is +1. The calculation puts the total energy at -3219.87975 hartree. Its HOMO energy is -5.7 eV.

Cartesian coordinates (Å):
C (-0.4794, 0.2007, -6.5041)
C (-0.3627, 0.9129, -5.1555)
C (-1.6167, 1.7418, -4.8764)
O (-2.6803, 0.9395, -4.5060)
C (-3.8102, 1.6455, -4.0275)
N (-0.1518, -0.1376, -4.1024)
H (0.4056, -0.9355, -4.3954)
H (0.4107, 0.2493, -3.3184)
H (-1.1098, -0.4133, -3.8103)
H (-0.8280, 0.9336, -7.2321)
H (-1.2038, -0.6144, -6.5378)
H (0.4829, -0.1840, -6.8534)
H (0.4973, 1.5785, -5.2173)
H (-1.7558, 2.4451, -5.7048)
H (-1.3940, 2.3788, -4.0051)
H (-3.7643, 1.7067, -2.9353)
H (-4.7260, 1.1327, -4.3126)
H (-3.9137, 2.6601, -4.4301)
C (-4.3606, 2.4357, 0.1537)
C (-3.5786, 3.6040, 0.6709)
C (-2.9676, 4.5367, -0.3307)
O (-2.2690, 5.4871, 0.4775)
C (-1.3188, 6.2990, -0.2215)
N (-4.4641, 4.4283, 1.6153)
H (-4.1994, 5.4174, 1.5745)
H (-5.4756, 4.3309, 1.4908)
H (-4.2589, 4.0682, 2.5536)
H (-5.0651, 2.6399, -0.6574)
H (-4.9733, 2.0577, 0.9851)
H (-3.6607, 1.6670, -0.1623)
H (-2.8012, 3.2485, 1.3454)
H (-3.7462, 5.0560, -0.9128)
H (-2.2785, 4.0908, -1.0472)
H (-0.5021, 6.5138, 0.4671)
H (-1.7955, 7.2324, -0.5257)
H (-0.8794, 5.7646, -1.0678)
C (4.6586, 1.5747, -2.9722)
C (4.9274, 0.1378, -3.3453)
C (6.0664, -0.4969, -2.6300)
O (6.0506, -1.8749, -2.8964)
C (7.1490, -2.5497, -2.3654)
N (3.6762, -0.6741, -3.2570)
H (3.0477, -0.2868, -3.9771)
H (3.6483, -1.6449, -3.5847)
H (3.0902, -0.4900, -2.4132)
H (4.3209, 1.7157, -1.9477)
H (4.0018, 2.0789, -3.6839)
H (5.5831, 2.1396, -3.1213)
H (5.1201, 0.1863, -4.4191)
H (6.0160, -0.3637, -1.5363)
H (7.0063, -0.0225, -2.9357)
H (8.0886, -2.4753, -2.9217)
H (6.9842, -3.6315, -2.3619)
H (7.2952, -2.3098, -1.3047)
C (0.3852, -5.2222, -1.1228)
C (0.4857, -3.8396, -0.4866)
C (1.8243, -3.6959, 0.2162)
O (2.9806, -3.6058, -0.5843)
C (3.7803, -2.7231, 0.1787)
N (0.2744, -2.8682, -1.6149)
H (-0.6729, -3.0626, -2.0160)
H (0.3035, -1.8740, -1.3163)
H (0.9476, -2.8443, -2.3783)
H (1.3137, -5.4296, -1.6514)
H (-0.4612, -5.2795, -1.8054)
H (0.2491, -5.9137, -0.2933)
H (-0.2277, -3.5273, 0.2757)
H (1.8977, -4.6444, 0.7599)
H (1.7122, -2.8676, 0.9222)
H (4.1626, -3.1658, 1.1127)
H (3.1558, -1.8626, 0.4372)
H (4.7015, -2.4752, -0.3539)
C (3.3153, -0.4879, 2.9296)
C (2.5380, 0.2442, 3.9995)
C (1.1218, 0.6578, 3.6925)
O (0.4977, 1.0633, 4.8554)
C (-0.9240, 0.9774, 4.7378)
N (2.3919, -0.6527, 5.2200)
H (1.8350, -1.4760, 4.9557)
H (3.2176, -0.9497, 5.7466)
H (1.8075, -0.1730, 5.9277)
H (3.3682, 0.1310, 2.0349)
H (2.8412, -1.4331, 2.6539)
H (4.3143, -0.7557, 3.2747)
H (3.0310, 1.1439, 4.3724)
H (0.6219, -0.1201, 3.0976)
H (1.1258, 1.5155, 3.0022)
H (-1.2591, -0.0642, 4.8003)
H (-1.2432, 1.3392, 3.7527)
H (-1.4355, 1.5483, 5.5038)
N (-5.5410, -0.6014, 2.4242)
O (-5.6073, -1.6878, 2.9926)
O (-4.8196, 0.3293, 2.8809)
O (-6.2190, -0.3666, 1.3729)
N (-2.7897, -3.1982, -3.5402)
O (-2.0022, -3.9580, -2.8929)
O (-3.7457, -3.6659, -4.1169)
O (-2.5627, -1.9558, -3.5468)
C (-2.0714, -0.1101, 5.9358)
O (-2.1457, -1.3174, 5.0754)
O (-3.2165, 0.4217, 5.9522)
C (-1.4161, -0.5600, 7.2553)
F (-1.4536, 0.4237, 8.1777)
F (-1.9451, -1.6581, 7.8067)
F (-0.0775, -0.8462, 7.0620)
C (-1.3780, -1.2613, 3.9600)
C (-1.4775, -2.5788, 3.1783)
H (-1.6170, -3.3320, 3.9576)
H (-2.2264, -2.6107, 2.3935)
H (-0.4930, -2.8664, 2.7691)
H (-0.2966, -1.2184, 4.2278)
H (-1.6272, -0.3846, 3.3351)
H (-1.2825, 0.5861, 5.4961)
C (0.7860, 0.6618, -0.5929)
O (-0.4233, -0.0864, -0.6050)
O (1.6063, -0.0244, -1.4219)
C (0.5737, 2.1105, -1.0774)
F (-0.3350, 2.8041, -0.3455)
F (1.7016, 2.8583, -1.0313)
F (0.0790, 2.1447, -2.3345)
C (-1.3526, 0.1048, 0.4771)
C (-2.5882, -0.7360, 0.2354)
H (-3.3277, -0.5000, 1.0068)
H (-3.0867, -0.5684, -0.7237)
H (-2.2819, -1.7844, 0.2135)
H (-1.7209, 1.1374, 0.5114)
H (-0.8795, -0.1154, 1.4404)
H (1.1469, 0.6719, 0.4441)

---

Formula: C28H72N4O10
Source: the Open Molecules 2025 dataset
Level of theory: ωB97M-V/def2-TZVPD

For the energy above the lowest of the compared OMol25 structures with the same formula, charge and spin, the calculation gives 0.000 eV. The gap between HOMO and LUMO comes out at 10.0 eV. Its total charge is 0. The calculation puts the total energy at -2081.30405 hartree. Its HOMO energy is -9.5 eV.

Cartesian coordinates (Å):
C (0.3915, -3.0043, 3.2950)
C (0.6065, -4.0255, 2.1801)
O (1.7078, -3.6359, 1.4448)
H (-0.4884, -3.3657, 3.8138)
H (0.1748, -1.9737, 3.0401)
H (1.2025, -2.9994, 4.0324)
H (-0.2713, -4.0962, 1.5604)
H (0.8044, -4.9844, 2.6721)
H (1.8548, -2.6516, 1.5705)
C (0.4016, 5.2243, -2.6795)
C (-0.5156, 4.1401, -2.1160)
O (0.2214, 3.2528, -1.3343)
H (1.2285, 4.7349, -3.2423)
H (0.8821, 5.8678, -1.9738)
H (-0.1683, 5.7887, -3.3806)
H (-0.9324, 3.5905, -3.0009)
H (-1.3651, 4.3929, -1.5536)
H (-0.3083, 2.4355, -1.0659)
C (-4.5376, 1.5340, 3.2640)
C (-3.0479, 1.4110, 3.3261)
O (-2.6748, 0.0880, 3.4466)
H (-5.0679, 0.9196, 4.0345)
H (-4.8082, 1.1427, 2.2669)
H (-4.9377, 2.5651, 3.3975)
H (-2.6287, 2.0967, 4.0797)
H (-2.6715, 1.8199, 2.3879)
H (-1.6824, -0.0310, 3.5442)
C (3.9168, 0.7809, 0.6644)
C (4.3658, -0.6767, 0.5692)
O (3.6757, -1.4373, 1.5728)
H (4.0782, 1.3162, -0.2103)
H (4.3603, 1.2433, 1.5060)
H (2.8671, 0.7128, 0.9151)
H (5.4624, -0.7343, 0.7564)
H (4.2237, -1.1474, -0.4326)
H (4.2654, -2.1460, 1.7599)
C (4.1634, 3.7330, -1.9930)
C (3.5438, 2.8402, -3.0584)
O (2.3393, 2.2125, -2.6607)
H (4.9471, 4.3082, -2.5104)
H (4.6370, 3.1230, -1.2572)
H (3.4855, 4.4151, -1.5507)
H (4.1919, 2.0562, -3.4909)
H (3.3531, 3.4996, -3.8752)
H (1.7745, 2.7338, -2.0895)
C (2.8430, -2.5221, -3.8590)
C (2.5107, -1.6473, -2.6904)
O (3.3556, -0.4941, -2.7083)
H (2.0534, -3.2435, -4.0497)
H (3.7321, -3.1589, -3.5928)
H (3.0754, -1.8995, -4.6739)
H (2.6218, -2.1455, -1.7000)
H (1.4190, -1.3303, -2.8246)
H (2.9015, 0.3657, -2.6710)
C (0.1845, -0.7312, 0.4035)
C (-0.8876, 0.3546, 0.4557)
O (-1.0689, 0.9664, -0.8718)
H (1.0477, -0.3452, -0.1078)
H (-0.1754, -1.5513, -0.2115)
H (0.4062, -1.1919, 1.3787)
H (-0.7237, 1.2265, 1.0845)
H (-1.8699, -0.0751, 0.8170)
H (-1.1487, 0.2592, -1.5553)
C (1.7617, -0.0039, 6.2157)
C (0.3186, -0.0497, 5.8857)
O (-0.0169, 0.0869, 4.5451)
H (2.0045, -0.1287, 7.2785)
H (2.1671, 0.9313, 5.9535)
H (2.2664, -0.6397, 5.5780)
H (-0.3133, 0.6195, 6.4552)
H (-0.1272, -0.9666, 6.1609)
H (0.4323, 0.8684, 4.2164)
C (-0.7697, -6.6428, -2.0441)
C (-1.5889, -5.8349, -1.0127)
O (-1.5567, -4.4964, -1.4412)
H (0.2907, -6.3514, -2.0085)
H (-1.0872, -6.3852, -3.0421)
H (-0.9377, -7.7081, -1.8251)
H (-1.1023, -5.9563, -0.0425)
H (-2.5864, -6.2396, -0.9708)
H (-2.0832, -3.8951, -0.9298)
C (0.6487, 4.3976, 1.6601)
C (1.4608, 3.1762, 1.9883)
O (1.1901, 2.6920, 3.2909)
H (0.6487, 5.1340, 2.4705)
H (-0.3872, 4.0589, 1.5513)
H (0.9803, 4.9134, 0.7474)
H (2.5115, 3.3885, 1.8420)
H (1.2552, 2.4017, 1.2289)
H (0.8888, 3.3755, 3.8751)
C (-2.8482, -2.3041, -4.4750)
C (-2.0119, -1.8592, -3.3779)
N (-1.4418, -1.2898, -2.5547)
H (-3.7606, -1.7061, -4.3662)
H (-3.2193, -3.2944, -4.2447)
H (-2.3691, -2.2337, -5.4451)
C (-4.3107, -2.5722, 3.0482)
C (-3.6204, -2.6470, 1.7785)
N (-2.9873, -2.8650, 0.8602)
H (-3.7632, -2.7405, 3.9489)
H (-5.0433, -3.3849, 2.9973)
H (-4.8324, -1.6372, 3.2229)
C (-0.0926, 0.9374, -4.6050)
C (-1.4240, 1.4689, -4.8454)
N (-2.4124, 2.0338, -5.0262)
H (0.6498, 1.6412, -5.0043)
H (0.0076, 0.0292, -5.1538)
H (0.0635, 0.7143, -3.5690)
C (-4.2504, 2.2399, -1.6497)
C (-4.5473, 0.9509, -2.1685)
N (-4.7690, -0.0327, -2.6807)
H (-5.1693, 2.8548, -1.4259)
H (-3.7779, 2.8359, -2.4382)
H (-3.6359, 2.2084, -0.7003)